Entry 1:
{"formula": "C25H23F6N3O3", "method": "ωB97M-V/def2-TZVPD", "species": ["C", "N", "C", "C", "F", "F", "F", "C", "C", "C", "C", "C", "C", "C", "C", "C", "N", "C", "C", "C", "F", "F", "F", "C", "C", "C", "C", "H", "H", "H", "H", "H", "H", "H", "H", "H", "H", "H", "H", "H", "H", "H", "H", "H", "H", "H", "O", "C", "C", "C", "C", "N", "O", "O", "C", "C", "H", "H", "H", "H"], "xyz": [[4.3272, 3.4880, 1.5237], [4.2470, 2.3217, 0.6807], [5.4972, 1.8875, 0.0688], [5.5844, 2.4767, -1.3076], [6.7117, 2.1494, -1.9922], [4.5031, 2.0693, -2.0589], [5.5083, 3.8495, -1.2379], [3.0675, 1.6734, 0.4825], [3.0282, 0.2875, 0.1645], [1.8243, -0.3490, 0.0012], [0.5831, 0.3494, 0.0397], [-0.6233, -0.3735, -0.1006], [-1.8626, 0.1747, -0.5210], [-3.0695, -0.4681, -0.1081], [-4.3069, 0.0309, -0.4418], [-4.4186, 1.1512, -1.3093], [-5.6383, 1.6769, -1.6221], [-5.9065, 2.2588, -2.9125], [-6.7342, 1.7109, -0.6634], [-6.5484, 2.9177, 0.2083], [-7.5067, 3.0896, 1.1547], [-5.3322, 2.8428, 0.8531], [-6.5014, 4.0551, -0.5668], [-3.2297, 1.7465, -1.8132], [-1.9907, 1.3091, -1.3868], [0.6387, 1.7586, 0.3004], [1.8369, 2.3852, 0.5681], [3.7041, 3.3553, 2.4208], [5.3689, 3.6240, 1.8360], [3.9855, 4.3965, 1.0024], [6.3236, 2.2909, 0.6638], [5.5387, 0.7999, -0.0231], [3.9600, -0.2732, 0.1021], [1.7990, -1.4234, -0.1561], [-0.6289, -1.4268, 0.1162], [-2.9849, -1.3575, 0.5164], [-5.2199, -0.4421, -0.0786], [-5.5185, 1.6140, -3.7158], [-6.9918, 2.3500, -3.0317], [-5.4470, 3.2534, -3.0203], [-7.6695, 1.8313, -1.2185], [-6.7307, 0.8228, -0.0268], [-3.3237, 2.6039, -2.4851], [-1.0928, 1.8147, -1.7426], [-0.2856, 2.3357, 0.3245], [1.8648, 3.4516, 0.8035], [0.2636, -2.8536, 0.9196], [0.9197, -3.9197, 1.0400], [2.0304, -4.2846, 0.1502], [2.8845, -5.3179, 0.4371], [2.6611, -6.1287, 1.5734], [3.5958, -7.1463, 1.9042], [3.3878, -7.8519, 2.9187], [4.6005, -7.2991, 1.1703], [1.5298, -5.9143, 2.3960], [0.6736, -4.8794, 2.1279], [2.1950, -3.6746, -0.7362], [3.7464, -5.5377, -0.1909], [1.3650, -6.5826, 3.2396], [-0.1931, -4.7006, 2.7597]], "atomic_forces_ev_per_a": [[-0.392, 0.767, 0.216], [0.655, -0.461, 0.165], [-0.419, -0.163, 0.454], [-0.557, 0.796, -1.555], [-0.985, 0.275, 0.769], [1.171, 0.386, 0.532], [0.246, -1.183, -0.208], [-0.456, -0.486, -0.434], [-0.047, 0.361, -0.032], [0.052, -0.193, 0.187], [0.199, 0.243, 0.006], [0.000, 1.223, -0.390], [-0.866, 0.548, -0.292], [0.359, 0.082, -0.123], [0.018, 0.316, -0.173], [0.895, -0.210, 0.576], [-0.995, -0.438, 0.106], [0.376, 0.472, -0.609], [0.435, -0.367, -0.383], [0.849, 1.419, 0.773], [0.745, -0.228, -0.907], [-1.248, 0.177, -0.414], [-0.201, -0.911, 0.843], [-0.227, -0.093, 0.060], [-0.070, -0.429, 0.262], [0.130, -0.266, -0.019], [-0.057, 0.006, 0.046], [0.208, 0.005, -0.247], [-0.352, 0.074, -0.046], [0.237, -0.128, 0.183], [-0.042, -0.432, -0.190], [0.307, 0.243, 0.111], [-0.429, 0.018, 0.001], [-0.087, 0.092, 0.091], [0.438, -0.569, 0.269], [-0.046, 0.163, -0.142], [0.423, 0.002, -0.059], [-0.106, 0.160, 0.242], [0.352, 0.070, -0.096], [-0.284, -0.142, -0.062], [0.054, -0.284, 0.369], [-0.333, 0.192, -0.112], [0.168, -0.348, 0.239], [-0.243, -0.198, 0.012], [0.261, -0.150, 0.149], [-0.119, -0.400, -0.098], [-0.255, 0.057, -0.303], [0.940, -1.366, 0.452], [-0.655, 0.389, 0.533], [-0.097, -0.374, 0.426], [-0.275, 0.435, -0.126], [0.880, -1.036, 0.289], [0.356, 0.908, -1.389], [-1.269, 0.101, 1.038], [0.317, -0.055, -0.326], [0.133, 0.706, -0.622], [-0.027, -0.035, 0.116], [-0.246, 0.061, 0.139], [0.048, 0.178, -0.219], [0.136, 0.019, -0.075]], "nbo_charge": [-0.4074, -0.4015, -0.2937, 0.9680, -0.3117, -0.3303, -0.3346, 0.2799, -0.2778, -0.0666, -0.2019, 0.1268, -0.2112, -0.0819, -0.2796, 0.2758, -0.4212, -0.4024, -0.2902, 0.9667, -0.3130, -0.3317, -0.3345, -0.3039, -0.0559, -0.1160, -0.2511, 0.2154, 0.2151, 0.2044, 0.2368, 0.2404, 0.2224, 0.2748, 0.2980, 0.2402, 0.2203, 0.2119, 0.2132, 0.2009, 0.2353, 0.2347, 0.2279, 0.2196, 0.2256, 0.2210, -0.7927, 0.4491, -0.3705, -0.1453, -0.0899, 0.5113, -0.4416, -0.4471, -0.1579, -0.3408, 0.1915, 0.2343, 0.2368, 0.2062], "e_above_lowest_kcal_mol": 0.0, "e_homo_ha": -0.2361, "charge": 0, "largest_force_ev_per_a": 1.8, "orbital_gap_ev": 4.0, "total_energy_ev": -53211.6649}

Entry 2:
{"formula": "C25H23N5Tc", "method": "ωB97M-V/def2-TZVPD", "species": ["Tc", "C", "C", "C", "C", "C", "N", "C", "C", "C", "C", "C", "C", "C", "N", "C", "C", "C", "N", "C", "C", "N", "C", "C", "C", "N", "H", "H", "H", "H", "H", "H", "H", "H", "H", "H", "H", "H", "H", "H", "H", "H", "H", "H", "C", "C", "C", "C", "C", "H", "H", "H", "H", "H"], "xyz": [[-1.6606, 0.1946, 0.0969], [2.7190, 5.4826, -0.7719], [2.0891, 4.1329, -0.5633], [2.5176, 3.0099, -1.2769], [1.9060, 1.7891, -1.1090], [0.8510, 1.6209, -0.2064], [0.2550, 0.3450, -0.0662], [1.0492, -0.8235, -0.1335], [2.2478, -0.8836, 0.5775], [3.0393, -2.0095, 0.5459], [2.6557, -3.1358, -0.1883], [3.4900, -4.3875, -0.1885], [1.4639, -3.0754, -0.8950], [0.6717, -1.9381, -0.8879], [-0.4943, -1.9297, -1.7202], [-0.7063, -2.6186, -2.8552], [-1.9846, -2.3481, -3.2967], [-2.5056, -1.4627, -2.3646], [-1.5983, -1.2055, -1.4097], [0.4237, 2.7434, 0.5142], [1.0308, 3.9722, 0.3186], [-0.6219, 2.6668, 1.4951], [-0.8106, 3.4610, 2.5620], [-2.0442, 3.1770, 3.1100], [-2.5692, 2.1801, 2.3043], [-1.7036, 1.8601, 1.3272], [3.7524, 5.3868, -1.0989], [2.6967, 6.0800, 0.1387], [2.1801, 6.0371, -1.5434], [3.3318, 3.1045, -1.9858], [2.2427, 0.9302, -1.6778], [2.5449, -0.0208, 1.1632], [3.9632, -2.0280, 1.1115], [4.5456, -4.1549, -0.0559], [3.3722, -4.9468, -1.1157], [3.1942, -5.0435, 0.6343], [1.1459, -3.9482, -1.4548], [0.0582, -3.2446, -3.2880], [-2.4630, -2.7369, -4.1799], [-3.4776, -0.9956, -2.3308], [0.6614, 4.8386, 0.8537], [-0.0555, 4.1646, 2.8759], [-2.4960, 3.6319, 3.9764], [-3.5132, 1.6639, 2.3937], [-2.4283, -1.0592, 1.5980], [-2.0791, -2.4881, 1.3617], [-3.0876, -3.0762, 0.6927], [-4.1126, -2.0761, 0.4354], [-3.7385, -0.8675, 0.9603], [-2.2288, -0.6405, 2.5816], [-1.1553, -2.9507, 1.6845], [-3.1366, -4.1096, 0.3799], [-5.0521, -2.2737, -0.0677], [-4.3755, 0.0054, 1.0387]], "atomic_forces_ev_per_a": [[0.232, -0.577, 0.283], [-0.050, -0.086, -0.004], [0.124, 0.070, -0.097], [0.037, 0.111, -0.021], [0.022, -0.109, -0.081], [0.061, -0.261, 0.053], [-0.449, 0.221, 0.077], [-0.047, 0.174, -0.083], [0.024, 0.084, 0.148], [0.036, -0.085, 0.013], [0.147, -0.052, 0.061], [-0.046, 0.060, 0.029], [-0.018, -0.219, -0.059], [-0.202, 0.011, -0.200], [0.146, 0.191, 0.153], [0.093, -0.118, -0.036], [-0.063, 0.013, -0.014], [0.088, 0.009, 0.002], [-0.146, -0.239, -0.352], [-0.216, -0.092, 0.235], [-0.044, 0.183, 0.070], [0.040, -0.072, -0.206], [0.184, 0.083, 0.036], [-0.088, 0.004, 0.016], [0.066, -0.048, 0.042], [-0.157, 0.224, 0.145], [0.001, -0.010, 0.009], [-0.004, -0.028, -0.008], [-0.005, -0.025, 0.003], [-0.030, -0.009, 0.046], [-0.019, 0.051, 0.023], [-0.007, -0.056, -0.032], [-0.030, 0.004, -0.032], [-0.023, 0.008, -0.012], [-0.004, 0.019, 0.012], [-0.004, 0.042, -0.022], [-0.008, 0.073, 0.021], [-0.029, 0.067, 0.069], [0.026, 0.032, 0.044], [0.045, -0.006, -0.001], [0.003, -0.031, -0.006], [-0.046, -0.043, -0.051], [0.044, -0.029, -0.071], [0.069, 0.027, -0.013], [0.352, 0.136, -0.069], [0.059, 0.167, 0.086], [-0.222, 0.000, -0.106], [0.000, -0.123, -0.141], [0.078, 0.156, -0.022], [0.035, 0.051, -0.020], [-0.053, 0.070, -0.009], [-0.028, 0.062, 0.000], [0.065, 0.003, 0.029], [-0.039, -0.086, 0.064]], "lowdin_spin": [2.4327, 0.0082, 0.0450, -0.0069, 0.0383, 0.0217, 0.2402, 0.0215, 0.0252, -0.0045, 0.0282, 0.0051, -0.0025, 0.0280, 0.0051, 0.0289, 0.0071, 0.0264, 0.0156, 0.0389, -0.0043, 0.0069, 0.0278, 0.0095, 0.0267, 0.0298, 0.0008, 0.0008, 0.0035, -0.0011, 0.0008, 0.0003, -0.0006, 0.0006, 0.0004, 0.0022, -0.0004, 0.0015, -0.0001, 0.0026, -0.0008, 0.0013, 0.0002, 0.0012, -0.0551, -0.0186, -0.0132, -0.0684, 0.0299, 0.0087, -0.0009, 0.0002, -0.0027, 0.0084], "e_homo_ha": [-0.5091, -0.5257], "charge": 2, "largest_force_ev_per_a": 0.7, "orbital_gap_ev": [6.0, 6.3], "total_energy_ev": -35930.9045, "multiplicity": 4}